{
  "formula": "C6H12N4",
  "method": "ωB97M-V/def2-TZVPD",
  "homo_lumo_gap_ev": 9.4,
  "multiplicity": 1,
  "homo_energy_ev": -18.5,
  "total_charge": 2,
  "e_above_lowest_kcal_mol": 42.48,
  "energy_ha": -454.1233,
  "elements": ["C", "H", "H", "H", "C", "C", "H", "H", "H", "N", "C", "H", "H", "C", "H", "H", "H", "N", "C", "H", "N", "N"],
  "positions_angstrom": [[0.68500, -0.54283, -0.30972], [-3.43200, -1.28593, 1.05547], [-1.36087, -1.93230, 0.85141], [2.23924, 0.65933, -1.63676], [2.12256, 1.92672, 0.19149], [-3.52501, 0.39034, -0.30804], [2.05106, 1.89321, 1.28657], [-4.26990, 0.89853, 0.41789], [1.04586, -2.54589, 0.19133], [3.12183, -0.21630, -0.14606], [2.78168, -1.31903, 0.24757], [3.52913, -2.04857, 0.57618], [-4.22399, 0.19759, -1.20020], [-1.63196, -1.01700, 0.24801], [-0.95210, 0.67396, -0.59738], [1.44254, 2.58137, -0.31167], [-2.91807, 1.26761, -0.43158], [-0.60537, -0.24322, -0.23318], [2.17102, 0.66172, -0.54221], [3.26063, 2.20835, 0.11303], [1.31578, -1.55137, 0.11502], [-2.84708, -0.65630, 0.42282]],
  "mulliken_charge": [0.15, 0.36, 0.32, 0.41, -1.15, -0.85, 0.34, 0.36, 0.30, -0.22, -0.27, 0.42, 0.32, 0.14, 0.25, 0.39, 0.28, -0.12, 0.32, 0.36, -0.07, -0.02]
}